Record 1
The following is a quantum chemistry calculation of a single C17H23BrN2O4S molecule in a non-equilibrium geometry, from OMol25.

The geometry in XYZ format:
```
48
Properties=species:S:1:pos:R:3:forces:R:3:mulliken_charge:R:1
Br 6.50105 -1.72639 0.31794 -0.116 0.100 0.019 -0.1826
S 1.67612 2.50286 0.78736 -0.161 0.018 -0.102 1.2842
O -0.04002 -2.52466 0.42167 0.145 -0.295 0.331 -0.6876
O 2.15739 3.77710 0.34620 0.166 -0.134 -0.248 -0.7225
O 1.08237 2.37903 2.08411 0.035 -0.335 0.016 -0.7141
O -4.28393 -0.83209 -0.23692 0.157 -0.134 -0.234 -0.4783
N -1.73121 -1.66917 -0.80250 -0.485 0.075 -0.124 0.0022
N 0.53082 2.01569 -0.30885 0.587 0.454 0.738 0.1678
C 0.76278 2.25539 -1.71213 0.432 0.157 -0.551 -0.9114
C 0.45032 -0.18652 -2.17409 0.315 -0.004 0.102 -0.9601
C 5.08589 -0.47181 0.47553 0.095 -0.084 -0.015 -0.0585
C 0.34053 -0.41964 -0.66477 -0.184 -0.074 -0.018 1.8220
C -2.72612 -2.63961 -0.41848 -0.411 0.015 0.113 -1.2602
C 1.33901 1.03132 -2.42808 -0.292 0.035 0.012 -0.2843
C 4.08028 1.58971 -0.18459 0.059 0.078 -0.023 -0.4956
C 3.03972 1.33426 0.68854 -0.461 0.492 0.114 0.1075
C -4.72941 0.08275 0.73986 -0.093 0.257 0.305 -0.6082
C 5.11806 0.68038 -0.29644 -0.022 -0.085 0.026 -0.3836
C -3.71367 -0.01485 1.88235 -0.147 -0.015 -0.198 -0.2321
C -0.48753 -1.64428 -0.28491 0.464 0.470 -0.285 -0.6387
C 3.02054 0.19355 1.46957 -0.006 0.007 0.100 -0.3944
C -3.80325 -1.97963 0.45073 0.257 -0.447 0.081 0.2665
C 4.05136 -0.72481 1.36382 0.047 0.006 -0.078 -0.4164
C -3.28510 -1.48726 1.82120 -0.072 0.039 -0.159 -0.6518
C -0.23835 0.83956 0.00105 -0.050 -0.484 0.337 -1.3894
H 4.04977 -1.62436 1.95918 0.001 -0.052 0.037 0.4600
H -3.73448 -2.06751 2.62484 0.040 -0.039 0.019 0.3884
H -0.24283 0.74786 1.08809 -0.244 -0.151 -0.056 0.4996
H -4.78019 1.06774 0.27517 -0.053 -0.031 0.049 0.3602
H 1.34475 -0.59832 -0.26722 -0.206 -0.064 -0.044 -0.1644
H -2.20427 -1.59461 1.88639 0.044 -0.047 0.052 0.1928
H 4.07342 2.50611 -0.75328 0.077 0.096 -0.100 0.5158
H 1.43393 3.11206 -1.77305 -0.133 0.012 -0.221 0.4901
H -0.19477 2.53064 -2.17017 0.046 0.035 0.043 0.3359
H 1.40102 1.23769 -3.49732 0.061 0.020 -0.019 0.4780
H -2.22718 -3.43603 0.13533 -0.089 0.027 -0.088 0.4517
H -5.73207 -0.20213 1.09048 0.046 0.053 -0.036 0.3253
H 0.87366 -1.06987 -2.65535 -0.089 -0.021 -0.038 0.4106
H 2.34719 0.82791 -2.06134 0.009 -0.003 -0.067 0.1120
H -2.10729 -0.85553 -1.26392 0.182 0.019 0.013 0.3353
H -1.26658 1.00688 -0.34305 0.020 0.014 0.066 0.1906
H 5.94116 0.86097 -0.97048 0.048 0.014 -0.029 0.4551
H -3.19019 -3.05005 -1.31971 0.041 -0.064 0.088 0.4132
H 2.20714 0.03882 2.16027 -0.081 -0.089 0.110 0.4503
H -0.53706 -0.00692 -2.60517 -0.086 -0.028 -0.068 0.3082
H -2.86696 0.64421 1.69201 -0.007 0.031 0.013 -0.0306
H -4.15444 0.25505 2.83861 0.024 0.069 0.055 0.3843
H -4.63137 -2.69151 0.59150 0.092 0.083 -0.038 0.4569
```
Forces are in eV/Å.

Calculated values
Structure (SMILES): O=C(NC[C@H]1CCCO1)[C@H]1CCCN(S(=O)(=O)c2ccc(Br)cc2)C1
Highest occupied orbital energy in eV: -9.30
M in Da: 431.35
Net charge: 0
DFT total energy in Ha: -4044.285344

Record 2
The following is a quantum chemistry calculation of 4 unconnected molecules or ions with the total composition C17H23BrN7 in a non-equilibrium geometry, from OMol25.

The geometry in XYZ format:
```
48
Properties=species:S:1:pos:R:3:forces:R:3:mulliken_charge:R:1
Br 1.10802 -0.79846 2.39048 0.370 -1.281 -0.405 0.1697
N -1.23659 -1.10321 -3.46335 -0.020 0.026 0.200 0.0496
N 2.74252 -4.80453 2.64019 -2.700 4.534 -3.383 -0.4740
N 0.96343 4.28724 0.20070 0.046 -0.076 -0.117 0.1309
N 1.71190 -2.55274 2.12012 2.799 -4.757 3.146 -0.2555
N -1.26841 1.42198 1.08185 0.209 -0.135 -0.183 0.4174
N 1.69798 -3.38785 1.01176 0.683 -3.373 -2.917 0.4181
N 2.57116 -3.00168 4.47210 -0.097 -0.157 -0.578 -0.3413
C -2.34620 -2.40094 -4.88677 -0.279 0.221 0.226 -0.5189
C -2.47803 1.64812 0.47834 -0.230 0.044 -0.064 -0.3663
C 2.37951 -3.42973 3.18100 -0.652 -1.189 -2.444 0.4635
C 1.07848 -2.96255 -0.32418 -1.691 -0.287 -1.868 -0.6881
C -2.48214 -1.39709 -3.95403 -0.139 -0.052 -0.072 -0.3633
C 0.83851 5.30394 -0.70994 0.004 0.092 -0.037 -0.4875
C -0.55341 -3.27812 -0.15811 -1.216 2.511 0.900 0.0197
C -0.97095 -2.72807 -4.95677 0.367 0.019 0.180 -0.3939
C 2.29052 -4.76745 1.19652 -0.500 5.320 5.351 0.0900
C -2.22508 3.10575 2.17306 0.375 -0.073 0.218 -0.4976
C 1.90648 4.62866 1.13493 0.048 0.057 0.057 -0.2684
C -3.09554 2.68683 1.13863 0.013 -0.281 -0.312 -0.6569
C -1.47152 -2.20686 0.39745 1.979 -2.357 -0.704 -0.6151
C 1.70613 6.30967 -0.34670 -0.261 -0.113 -0.283 -0.4142
C 2.38238 5.88196 0.82077 0.081 -0.284 0.283 -0.5441
C -0.30935 -1.91354 -4.06527 0.135 -0.159 -0.018 -0.5564
C -1.10324 2.30962 2.11311 -0.083 0.155 0.265 -0.5296
H 0.73923 -1.84049 -3.80934 -0.132 0.019 -0.139 0.4104
H -1.86161 -2.37785 1.49300 -0.711 -0.140 -2.901 0.3274
H -0.51263 -3.47760 -5.58893 -0.069 0.154 0.099 0.4146
H 2.09675 -2.13493 4.86530 0.952 -1.709 -1.030 0.2038
H 2.15657 3.95292 1.94190 -0.015 0.157 -0.093 0.3135
H -0.20454 2.29795 2.71525 -0.112 0.106 -0.032 0.3283
H -2.39769 3.90282 2.88465 0.057 -0.144 -0.144 0.4327
H 1.83863 7.24932 -0.86711 -0.037 -0.176 0.090 0.3881
H 3.13591 6.42899 1.37253 -0.136 -0.106 -0.090 0.3773
H -1.03350 -0.39926 -2.76561 -0.089 -0.213 -0.393 0.1965
H -4.06738 3.09915 0.90019 0.191 -0.077 0.029 0.4137
H 0.14366 5.22561 -1.53532 0.117 0.058 0.148 0.3606
H 3.17348 -3.56137 5.14230 -1.205 0.849 -1.476 0.2865
H -0.60158 0.71189 0.80845 -0.363 0.265 0.008 0.0239
H 1.53185 -3.63088 -1.19756 -0.682 1.408 2.206 0.2882
H 1.30753 -1.83880 -0.56073 -0.434 -2.154 0.683 0.3321
H -2.79567 1.05113 -0.36600 -0.021 0.130 0.127 0.4207
H -1.76946 -1.24506 -0.20925 1.747 -1.333 1.815 0.1699
H -3.35602 -0.86706 -3.59959 0.125 -0.091 -0.121 0.3745
H 2.34086 -5.61989 0.38810 -0.161 2.151 1.793 0.3343
H -0.99221 -4.34782 -0.42891 1.510 1.920 1.829 0.2549
H 0.44205 3.42031 0.18524 0.086 0.413 0.047 0.1607
H -3.15079 -2.85003 -5.45448 0.142 0.105 0.104 0.3997
```
Forces are in eV/Å.

Calculated values
Highest occupied orbital energy in eV: -9.93
M in Da: 405.32
Net charge: +1
DFT total energy in Ha: -3618.280144